(1)
Here is a gas-phase ion, C3H10N3Si (charge +1) from the Open Molecules 2025 dataset. Energies are from ωB97M-V/def2-TZVPD.

For the HOMO-LUMO gap, the calculation gives 10.7 eV. For the max |F|, the calculation gives 0.055 hartree/bohr. As for the charge: +1. The SMILES is C[Si](C)(C)N=[N+]=N. The HOMO energy is -0.551 hartree.

XYZ file:
```
17
Properties=species:S:1:pos:R:3:lowdin_charge:R:1
C -0.58 0.97 1.79 -0.175
N -1.26 0.06 -1.17 0.160
C 1.39 0.91 -1.00 -0.188
H -1.68 0.87 1.88 0.045
N -2.26 -0.51 -3.15 0.246
H 1.14 2.00 -1.18 0.052
H 2.48 0.67 -0.63 0.086
H 0.38 -2.16 -0.64 0.042
H -0.94 -2.12 0.50 0.043
H -0.08 0.45 2.76 0.104
C 0.02 -1.67 0.27 -0.203
H -2.07 -1.25 -3.81 0.144
H 1.38 0.58 -2.07 0.040
H 0.80 -1.91 1.11 0.084
N -1.72 -0.31 -2.14 -0.133
Si 0.11 0.19 0.19 0.622
H -0.24 2.00 1.97 0.031
```

---

(2)
Here is a molecular structure, C6H6Br2O4S from the Open Molecules 2025 dataset. Energies are from ωB97M-V/def2-TZVPD.

For the HOMO-LUMO gap, the calculation gives 10.7 eV. For the max |F|, the calculation gives 0.079 hartree/bohr. As for the charge: 0. The HOMO energy is -0.386 hartree.

XYZ file:
```
19
Properties=species:S:1:pos:R:3:lowdin_charge:R:1
C -1.76 0.38 -0.28 -1.222
O -1.72 1.64 2.17 -0.328
C -0.56 -0.16 -1.05 -0.349
O 1.14 -3.09 -0.55 0.182
H -0.73 0.09 -2.05 0.125
Br -2.30 2.15 -0.80 0.785
C 0.81 0.48 -0.46 -0.286
C 1.74 -0.74 -0.30 0.005
H 2.02 -0.63 0.82 0.143
H 2.52 -0.81 -1.03 0.121
S -1.09 0.56 1.49 0.605
H 1.41 0.80 1.52 0.125
H 0.52 2.22 0.61 0.107
Br -3.25 -0.84 -0.26 0.799
H 1.28 1.12 -1.17 0.136
C 0.79 -1.98 -0.54 -0.496
O -0.40 -1.55 -0.90 0.029
C 0.57 1.14 0.83 -0.181
O -0.99 -0.79 1.96 -0.302
```

---

(3)
Here is 2 unconnected molecules or ions with the total composition C3H6O from the Open Molecules 2025 dataset. Energies are from ωB97M-V/def2-TZVPD.

For the HOMO-LUMO gap, the calculation gives 9.1 eV. For the max |F|, the calculation gives 0.118 hartree/bohr. As for the charge: 0. The HOMO energy is -0.313 hartree.

XYZ file:
```
10
Properties=species:S:1:pos:R:3:lowdin_charge:R:1
O 1.92 -0.63 -0.34 -0.093
H 0.44 0.84 0.70 0.011
H 0.27 -1.86 -0.67 0.088
H -1.53 1.27 2.03 0.074
H 0.44 -0.32 -1.83 0.114
C 0.73 -0.87 -0.85 -0.219
H 2.45 0.01 -1.00 0.187
C -1.62 0.71 0.98 -0.110
C -0.43 0.28 0.38 -0.084
H -2.67 0.58 0.60 0.032
```

---

(4)
Here is a molecular structure, C14H30F6GeN3OSSbSeTl from the Open Molecules 2025 dataset. Energies are from ωB97M-V/def2-TZVPD.

For the HOMO-LUMO gap (spin up / spin down), the calculation gives 5.5 / 8.6 eV. For the max |F|, the calculation gives 0.077 hartree/bohr. As for the charge: 0. The spin multiplicity is 2. The HOMO energy (spin up / spin down) is -0.221 / -0.335 hartree.

XYZ file:
```
59
Properties=species:S:1:pos:R:3:lowdin_charge:R:1
Ge -0.81 0.92 -0.89 0.698
Sb 3.44 -3.38 3.44 1.409
H -2.96 0.45 7.05 0.096
C 3.77 -1.57 -2.02 -0.242
N -4.33 2.61 -1.10 0.056
H -2.42 1.46 -3.99 0.101
C -2.44 0.23 6.09 -0.122
H -1.01 -0.97 7.22 0.157
C -3.50 2.39 -0.27 -0.724
H 0.66 4.70 -3.36 0.092
Se -2.19 1.78 0.93 0.631
H -1.17 3.17 -5.26 0.049
H 0.37 3.25 -0.91 0.067
H 1.56 2.37 -2.73 0.112
C -0.25 2.71 -1.63 -0.336
N 0.84 -1.30 5.65 -0.045
C 0.49 2.58 -2.97 -0.274
H 1.22 3.73 -4.70 0.102
H 3.47 -3.59 -1.39 0.110
F 5.17 -2.95 2.81 -0.341
H -1.20 3.28 -1.77 0.060
H 0.35 -2.92 6.95 0.102
H -0.49 -0.27 -3.36 0.079
C -1.68 0.45 -5.76 -0.116
H -0.70 0.94 -5.67 0.066
H 1.98 -2.64 -1.63 0.060
N -1.26 -0.59 6.27 -0.051
F 2.73 -1.60 2.97 -0.461
C 1.11 -2.12 6.84 -0.064
C -1.57 -0.43 -3.32 -0.284
H 2.88 -3.20 -2.99 0.070
H -2.96 0.35 -1.87 0.041
F 3.84 -2.90 5.25 -0.349
S -0.65 -0.34 3.62 0.446
H -2.27 0.92 -6.54 0.073
H 1.52 -1.27 4.90 0.070
C -0.89 4.06 -4.69 -0.106
O 4.31 -0.58 -1.73 0.105
C 3.01 -2.78 -2.00 -0.093
H -3.22 -0.23 5.49 0.076
H -1.47 -0.57 -6.06 0.068
F 2.85 -3.72 1.65 -0.475
C -0.36 -0.80 5.27 -0.761
H -1.68 -1.49 -3.59 0.108
H -1.70 4.31 -4.03 0.057
H -2.07 -1.09 -1.30 0.054
H 1.13 -1.55 7.74 0.064
H 0.42 0.12 -0.38 -0.060
H 2.11 -2.59 6.66 0.083
H 0.18 1.70 -3.54 0.060
H -0.80 4.91 -5.39 0.079
H -2.15 1.16 5.56 0.080
Tl 0.49 -2.30 1.52 0.816
C -2.02 -0.19 -1.89 -0.350
F 3.93 -5.17 3.70 -0.336
C -2.30 0.44 -4.38 -0.265
F 1.58 -3.72 3.97 -0.418
H -3.31 0.01 -4.49 0.116
C 0.43 3.83 -3.94 -0.239
```

---

ΔE to the lowest compared entry with this formula, charge and spin, record by record: 1.911; 0.000; 4.426; 0.000 eV